One molecule with the formula C5H6O. Source: OMol25; level of theory: ωB97M-V with the def2-TZVPD basis set.

Calculated values
Orbital gap (eV): 10.67
SMILES: C1=C[C@H]2O[C@H]2C1
Total charge: 0
Max |F| (eV Å⁻¹): 0.29
Lowest unoccupied orbital energy (eV): 1.2
E_HOMO (eV): -9.51

```
12
Properties=species:S:1:pos:R:3:forces:R:3
C -1.079145 0.525628 -0.058187 0.00 -0.02 -0.02
C 0.243582 1.254838 0.060912 0.11 -0.07 0.02
C 1.284843 0.420906 0.036136 -0.12 0.12 0.02
C 0.805612 -0.992710 -0.042222 0.19 0.01 -0.21
O 0.004951 -1.380138 1.082822 -0.01 -0.02 0.22
C -0.660479 -0.936233 -0.089997 -0.21 0.05 -0.20
H -1.747573 0.741175 0.783440 0.09 -0.05 -0.07
H -1.613886 0.803068 -0.974997 0.08 -0.04 0.10
H 0.303758 2.332802 0.184127 0.02 -0.17 -0.02
H 2.330771 0.701640 0.100120 -0.16 -0.03 0.00
H 1.397578 -1.788288 -0.487127 -0.09 0.11 0.08
H -1.270011 -1.682686 -0.595026 0.09 0.11 0.09
```
Positions in Å, forces in eV/Å.